# 1
Computed, not measured: a structure of composition C36H37MnNOP2 at a distorted geometry, with the ωB97M-V functional and the def2-TZVPD basis.

Cartesian coordinates (Å):
Mn (-1.72, 0.15, -0.39)
P (1.49, 0.57, -1.59)
P (1.13, -1.15, 2.07)
O (4.48, -1.79, -2.40)
N (2.77, -0.54, -1.29)
C (-2.21, -3.41, 2.47)
C (-0.55, -1.99, -3.91)
C (-2.82, 0.88, 1.06)
C (0.64, 0.54, -4.23)
C (-2.85, 0.54, -1.95)
C (2.24, 0.65, 3.87)
C (1.43, -0.50, 3.74)
C (-4.30, 0.27, -1.58)
C (2.28, 2.10, -2.01)
C (1.00, -1.19, 4.89)
C (-1.28, -2.38, 2.59)
C (2.24, 4.51, -2.30)
C (-2.09, 1.72, -1.58)
C (-0.18, -1.25, -2.78)
C (3.57, 4.47, -2.77)
C (-0.29, -1.49, -5.18)
C (-4.47, -0.59, -0.31)
C (2.29, 0.33, 6.28)
C (2.72, -1.65, 1.49)
C (3.61, 2.07, -2.47)
C (-0.47, -4.87, 1.61)
C (-3.32, -0.43, 0.66)
C (-1.81, -4.66, 1.96)
C (0.24, -0.21, -5.35)
C (0.44, 0.78, -0.13)
C (0.04, -2.57, 2.17)
C (0.46, -3.83, 1.71)
C (-2.62, 2.80, -0.66)
C (0.20, 0.07, 1.11)
C (3.63, -1.15, -1.90)
C (-3.33, 2.23, 0.58)
C (4.25, 3.25, -2.85)
C (1.43, -0.77, 6.15)
C (2.67, 1.05, 5.14)
C (1.60, 3.34, -1.91)
C (0.55, -0.06, -2.96)
H (-0.25, 0.74, 1.87)
H (-3.21, -1.26, 1.37)
H (0.39, 0.20, -6.35)
H (5.28, 3.19, -3.21)
H (1.11, -1.31, 7.03)
H (2.66, 0.64, 7.27)
H (-2.32, 0.92, 2.04)
H (4.13, 1.12, -2.54)
H (-4.53, -1.65, -0.59)
H (-3.14, 2.94, 1.41)
H (-4.42, 2.22, 0.43)
H (0.35, -2.05, 4.79)
H (-4.74, -0.28, -2.42)
H (2.54, 1.21, 2.98)
H (-1.02, -2.97, -3.78)
H (-1.59, -1.40, 2.98)
H (1.71, 5.47, -2.25)
H (-2.55, -5.45, 1.85)
H (-5.43, -0.36, 0.17)
H (1.04, 1.55, -4.34)
H (-0.52, -2.11, -6.06)
H (-3.30, 3.49, -1.19)
H (3.20, -2.25, 2.28)
H (4.07, 5.39, -3.07)
H (-1.31, 2.04, -2.29)
H (-3.24, -3.24, 2.77)
H (0.42, 1.88, 0.03)
H (0.57, 3.38, -1.55)
H (-1.77, 3.43, -0.35)
H (3.33, 1.91, 5.23)
H (-0.44, -1.62, -1.77)
H (2.62, -2.23, 0.58)
H (1.50, -4.00, 1.44)
H (-4.89, 1.20, -1.50)
H (3.34, -0.77, 1.29)
H (-0.15, -5.85, 1.25)
H (-2.53, 0.03, -2.87)

Calculated values
Net charge: +2
2S+1: 4
E_HOMO (spin up / spin down) (Ha): -0.4914 / -0.4758
LUMO energy (spin up / spin down) (eV): -5.81 / -7.05
Frontier orbital gap (spin up / spin down) (Ha): 0.2781 / 0.2168
Expectation value of S²: 3.949



# 2
Computed, not measured: a structure of composition C36H37N4OPS2ScSe2Te, with the ωB97M-V functional and the def2-TZVPD basis.

Cartesian coordinates (Å):
Te (-1.54, 1.66, 2.48)
Se (0.72, -1.89, -2.12)
Se (-0.74, 1.31, -1.60)
Sc (1.33, 0.14, -0.31)
S (1.64, 4.13, 2.70)
S (2.13, 1.20, 1.91)
P (-0.66, -0.42, -2.91)
O (2.94, -1.35, 0.24)
N (2.09, 2.32, -0.61)
N (3.02, 0.38, -2.09)
N (-0.06, -1.39, 1.07)
N (1.84, 3.33, 0.29)
C (-1.74, -3.48, 1.85)
C (4.42, -0.40, -3.86)
C (-2.47, -2.53, -3.18)
C (-1.30, -1.52, 0.58)
C (-3.43, 1.63, 3.48)
C (1.19, -0.12, -6.54)
C (2.77, -2.99, 2.04)
C (-3.57, 2.47, 7.20)
C (-1.43, 1.49, 6.68)
C (0.84, -0.55, -5.27)
C (1.68, -2.13, 2.67)
C (4.52, 0.88, -4.38)
C (3.89, 1.92, -3.71)
C (2.66, 2.68, -1.69)
C (-3.95, 2.33, 5.87)
C (2.06, 3.37, 4.27)
C (-3.08, 1.78, 4.94)
C (1.88, 2.89, 1.50)
C (3.65, -0.60, -2.73)
C (-4.69, -0.85, -3.24)
C (-3.74, -3.06, -3.33)
C (-1.81, 1.35, 5.35)
C (3.17, 1.63, -2.56)
C (-0.90, 0.76, 4.30)
C (0.57, 0.98, -7.10)
C (-0.78, 1.23, -5.12)
C (-2.17, -2.53, 0.93)
C (-3.42, -0.31, -3.09)
C (-0.42, 1.66, -6.39)
C (0.33, -2.28, 2.01)
C (-4.85, -2.23, -3.36)
C (-0.49, -3.34, 2.40)
C (-0.15, 0.12, -4.56)
C (-2.31, 2.05, 7.60)
C (-2.31, -1.15, -3.06)
C (2.88, -2.76, 0.55)
H (3.76, -3.25, 0.12)
H (1.96, -0.64, -7.09)
H (-1.61, -3.18, -3.14)
H (-3.31, 0.76, -2.97)
H (-1.05, -0.32, 4.22)
H (1.44, 3.86, 5.02)
H (2.57, -4.06, 2.19)
H (5.09, 1.08, -5.28)
H (-0.12, -4.02, 3.15)
H (0.84, 1.32, -8.09)
H (3.73, -0.94, 0.63)
H (-1.61, -0.76, -0.12)
H (-5.55, -0.20, -3.26)
H (4.91, -1.23, -4.33)
H (-2.39, -4.29, 2.15)
H (1.97, -1.09, 2.64)
H (3.96, 2.94, -4.06)
H (0.15, 0.95, 4.49)
H (-2.00, 2.17, 8.63)
H (-4.08, 2.42, 3.12)
H (-3.92, 0.67, 3.28)
H (-0.91, 2.52, -6.83)
H (-5.84, -2.65, -3.48)
H (-0.44, 1.17, 6.99)
H (-1.54, 1.78, -4.57)
H (1.84, 2.31, 4.26)
H (3.52, -1.59, -2.32)
H (-4.93, 2.67, 5.55)
H (-3.87, -4.13, -3.42)
H (-3.15, -2.57, 0.48)
H (1.57, -2.39, 3.72)
H (3.72, -2.78, 2.53)
H (1.33, -1.41, -4.83)
H (3.11, 3.53, 4.51)
H (-4.25, 2.91, 7.91)
H (2.85, 3.73, -1.89)
H (2.00, -3.11, 0.02)

Calculated values
Net charge: +1
E_HOMO (Ha): -0.3476
LUMO energy (eV): -3.31
Frontier orbital gap (Ha): 0.2261



# 3
Computed, not measured: a structure of composition C36H37NOP2Pb at a distorted geometry, with the ωB97M-V functional and the def2-TZVPD basis.

Cartesian coordinates (Å):
Pb (-1.64, -1.26, -1.00)
P (1.21, 1.10, -2.79)
P (2.20, -1.78, -2.05)
O (-5.88, 0.87, 0.28)
N (-3.54, 0.34, -0.19)
C (2.09, -3.14, 1.87)
C (-1.37, 2.08, 0.24)
C (2.37, -2.36, 0.75)
C (3.08, -0.35, -1.40)
C (-2.30, 0.45, 4.05)
C (-1.12, 4.08, -1.11)
C (0.65, -4.57, 0.54)
C (4.55, -1.99, -3.61)
C (1.66, 2.49, -5.20)
C (1.83, -2.70, -0.49)
C (0.94, -3.80, -0.58)
C (-3.20, -2.42, 0.15)
C (3.04, 3.28, -3.38)
C (-0.22, 3.41, -1.94)
C (3.66, 4.18, -4.25)
C (0.11, 2.08, -1.69)
C (-4.71, 0.60, 0.05)
C (-0.40, 1.44, -0.53)
C (-2.98, -0.83, 4.49)
C (-3.93, -0.93, 5.43)
C (2.04, 2.41, -3.84)
C (-3.04, 1.80, 4.16)
C (-4.61, 0.19, 6.17)
C (-5.60, 1.43, 4.11)
C (-4.45, 1.92, 3.63)
C (5.80, -2.52, -3.96)
C (3.28, 4.27, -5.59)
C (3.78, -2.61, -2.60)
C (5.51, -4.30, -2.36)
C (4.27, -3.77, -1.99)
C (2.55, 0.89, -1.60)
C (6.29, -3.68, -3.34)
C (-5.82, 0.87, 5.49)
C (1.25, -4.25, 1.77)
C (2.26, 3.42, -6.06)
C (-1.71, 3.41, -0.03)
H (-1.34, 0.55, 4.62)
H (0.27, 3.95, -2.76)
H (-6.72, 0.23, 5.42)
H (-2.41, 3.92, 0.64)
H (-1.89, 1.51, 1.02)
H (4.45, 4.83, -3.88)
H (3.35, 3.25, -2.35)
H (-2.47, 2.44, 3.44)
H (5.87, -5.21, -1.88)
H (2.85, 1.76, -0.99)
H (7.27, -4.08, -3.62)
H (-2.87, 2.23, 5.17)
H (-4.92, -0.20, 7.15)
H (4.19, -1.09, -4.09)
H (-2.03, 0.38, 2.98)
H (0.46, -4.03, -1.54)
H (1.94, 3.49, -7.10)
H (3.69, -4.27, -1.22)
H (0.89, 1.81, -5.59)
H (-0.02, -5.42, 0.46)
H (0.02, 0.47, -0.19)
H (3.76, 4.98, -6.27)
H (-3.90, 1.00, 6.36)
H (-2.47, -1.72, 4.06)
H (-4.16, -2.25, -0.40)
H (-4.16, -1.94, 5.80)
H (6.39, -2.03, -4.74)
H (-4.54, 2.57, 2.74)
H (-3.01, -3.50, 0.33)
H (-6.04, 1.67, 6.22)
H (-1.36, 5.13, -1.30)
H (-3.19, -1.84, 1.09)
H (3.02, -1.48, 0.83)
H (2.54, -2.89, 2.82)
H (4.06, -0.52, -0.92)
H (1.07, -4.89, 2.64)
H (-6.50, 1.44, 3.46)

Calculated values
Net charge: 0
E_HOMO (Ha): -0.2988
LUMO energy (eV): -1.21
Frontier orbital gap (Ha): 0.2543



In the order shown, the computed E values come out to -91349.98316, -235586.18500, -65290.65463 eV.